Version one
{"formula": "C4H10OS", "method": "the ωB97M-V functional and the def2-TZVPD basis", "symbols": ["C", "C", "C", "C", "O", "S", "H", "H", "H", "H", "H", "H", "H", "H", "H", "H"], "positions_angstrom": [[1.2826, 0.3866, -0.4053], [1.5213, -1.0594, -0.7186], [1.8891, 0.8431, 0.9112], [-2.2973, 0.2883, -0.8014], [0.7794, 1.1385, -1.2091], [-1.5162, 0.4643, 0.8103], [1.6295, -1.5002, 0.2645], [0.7790, -1.3476, -1.4112], [2.5220, -1.2701, -1.3302], [1.1332, 1.0121, 1.6476], [2.6649, 0.1769, 1.2906], [2.1481, 1.8162, 0.7864], [-3.1489, 0.9722, -0.9601], [-1.5243, 0.4943, -1.5208], [-2.5274, -0.7517, -0.8702], [-1.1913, -0.7489, 0.9660]], "gap_ev": 9.66, "lumo_ev": 0.806, "smiles": "CC(C)=O.CS"}

---

Version two
{"formula": "C4H10OS", "method": "the ωB97M-V functional and the def2-TZVPD basis", "symbols": ["C", "S", "C", "H", "H", "H", "H", "H", "H", "O", "C", "C", "H", "H", "H", "H"], "positions_angstrom": [[-1.8103, -0.1564, -0.8595], [-1.2298, -1.7687, -1.2867], [-0.0672, -2.0107, 0.0426], [-1.2258, 0.2923, -0.1321], [-2.7653, -0.2932, -0.3219], [-1.9095, 0.4488, -1.7396], [-0.2472, -1.2110, 0.8704], [-0.2623, -3.0787, 0.6237], [0.9631, -1.8435, -0.1453], [0.1108, 1.7839, 1.8455], [0.8612, 1.9903, 0.8863], [1.5312, 0.9433, 0.0528], [1.0281, 2.9743, 0.4704], [2.4113, 1.3564, -0.5296], [0.8965, 0.3004, -0.7180], [1.7152, 0.2725, 0.9410]], "gap_ev": 9.22, "lumo_ev": 0.694, "smiles": "CC=O.CSC"}

---

Version three
{"formula": "C4H10OS", "method": "the ωB97M-V functional and the def2-TZVPD basis", "symbols": ["C", "C", "C", "C", "H", "H", "H", "H", "H", "H", "H", "H", "H", "H", "O", "S"], "positions_angstrom": [[1.1570, 2.0092, -1.4392], [0.0677, 0.6702, 0.8188], [-0.6972, -0.5100, 0.1134], [-0.8130, -1.7436, 1.0462], [2.1800, 1.4720, -1.2656], [0.5661, 1.3404, -2.2324], [1.4027, 3.0575, -1.8107], [1.0580, 0.1877, 1.0933], [-0.3890, 0.9504, 1.8787], [-1.7407, -0.3150, -0.0763], [-1.1375, -2.6321, 0.4032], [0.0160, -2.1662, 1.6509], [-1.7053, -1.5953, 1.7760], [0.0228, -2.3163, -0.9667], [-0.0018, -0.7614, -0.9831], [0.0141, 2.3526, -0.0066]], "gap_ev": 7.83, "lumo_ev": -0.666}

---

Short version: version three is the least stable of them.

---

Version one
{"formula": "C4H10OS", "method": "the ωB97M-V functional and the def2-TZVPD basis", "symbols": ["C", "C", "S", "H", "H", "H", "H", "H", "H", "O", "C", "C", "H", "H", "H", "H"], "positions_angstrom": [[-2.0245, -0.1400, 2.1034], [-0.8737, -0.3227, 1.1154], [-1.1176, -1.3810, -0.3500], [-2.0772, 0.9108, 2.3848], [-3.0071, -0.3461, 1.6753], [-1.9203, -0.8049, 2.9589], [-0.0198, -0.7583, 1.6313], [-0.5341, 0.6373, 0.7396], [-1.5522, -0.4137, -1.1660], [2.1768, 1.0147, 0.0824], [2.0374, 0.1869, -0.7770], [1.7663, 0.5310, -2.2084], [1.9542, -0.8722, -0.4807], [0.8338, 0.0625, -2.5216], [1.8195, 1.6090, -2.3397], [2.5386, 0.0866, -2.8477]], "gap_ev": 9.98, "lumo_ev": 0.793, "smiles": "CC=O.CCS"}

---

Version two
{"formula": "C4H10OS", "method": "the ωB97M-V functional and the def2-TZVPD basis", "symbols": ["C", "S", "C", "H", "H", "H", "H", "H", "H", "C", "C", "O", "H", "H", "H", "H"], "positions_angstrom": [[-1.7255, 1.2891, -0.1475], [-1.6643, -0.3919, -0.7913], [-0.5731, -0.0577, -2.1907], [-1.0330, 1.9270, -0.6882], [-2.7672, 1.6605, -0.1746], [-1.3692, 1.4815, 0.8972], [-0.7596, -0.9605, -2.8071], [0.5080, -0.0365, -2.0703], [-0.9445, 0.8364, -2.7062], [2.9776, -0.7529, 1.9615], [2.0467, -0.3721, 1.0752], [0.9101, 0.3255, 1.3736], [4.0392, -0.6557, 1.7457], [2.7006, -1.0357, 2.9775], [2.4080, -0.3788, 0.0507], [0.4863, 0.4871, 0.5193]], "gap_ev": 9.37, "lumo_ev": 0.776, "smiles": "C=CO.CSC"}

---

Version three
{"formula": "C4H10OS", "method": "the ωB97M-V functional and the def2-TZVPD basis", "symbols": ["C", "C", "C", "C", "H", "H", "H", "H", "H", "H", "H", "H", "H", "H", "O", "S"], "positions_angstrom": [[2.1668, -0.7302, 1.4895], [-0.7491, -0.2399, 0.7776], [-0.4922, 0.3927, -0.4856], [-1.4818, 0.4652, -1.4922], [1.9118, -1.7932, 0.5527], [2.9705, 0.2957, 0.8076], [2.4499, -0.6723, 2.6788], [-1.1276, -1.3236, 0.8649], [-1.6946, 0.2706, 1.4629], [-0.2917, 1.3529, 0.1119], [-1.4601, 1.4147, -2.3755], [-1.3821, -0.3780, -2.3340], [-2.6159, 0.5517, -1.1250], [0.7409, 0.5092, -1.8570], [0.5890, -0.0924, -1.1594], [0.4662, -0.0231, 2.0829]], "gap_ev": 9.18, "lumo_ev": 0.674}

---

Short version: version three is the least stable of them.

---

Version one
{"formula": "C9H14", "method": "the ωB97M-V functional and the def2-TZVPD basis", "symbols": ["C", "C", "C", "C", "C", "C", "C", "H", "H", "H", "H", "H", "H", "H", "H", "C", "C", "H", "H", "H", "H", "H", "H"], "positions_angstrom": [[-0.2319, -1.8434, -1.1993], [1.1304, 1.6938, -1.1249], [1.0042, 0.3120, -1.0663], [0.0088, 2.4394, -1.4445], [-0.2044, -0.3484, -1.2738], [-1.2205, 1.7983, -1.5833], [-1.3366, 0.4196, -1.5288], [2.0666, 2.1109, -0.7820], [1.8119, -0.2946, -0.6711], [-0.0464, 3.5200, -1.4881], [-2.0878, 2.4390, -1.6421], [0.3627, -2.1984, -0.3559], [0.1612, -2.3245, -2.1005], [-2.2538, -0.1034, -1.7660], [-1.2385, -2.2319, -1.0655], [0.9854, -0.9283, 2.4143], [-0.4661, -0.4053, 2.3126], [1.2552, -1.1058, 3.4588], [1.0955, -1.8958, 1.9096], [1.6721, -0.2037, 1.9928], [-0.4181, 0.6702, 2.4340], [-1.0457, -0.7948, 3.1452], [-1.0043, -0.7251, 1.4247]], "gap_ev": 10.07, "lumo_ev": 1.046, "smiles": "Cc1ccccc1.CC"}

---

Version two
{"formula": "C9H14", "method": "the ωB97M-V functional and the def2-TZVPD basis", "symbols": ["C", "C", "C", "C", "C", "C", "C", "H", "H", "H", "H", "H", "H", "H", "H", "C", "C", "H", "H", "H", "H", "H", "H"], "positions_angstrom": [[-2.8055, -1.0964, -1.6058], [-0.2304, -1.1782, 1.1959], [-1.0255, -1.6455, 0.1364], [-0.2677, 0.1699, 1.5185], [-1.8395, -0.7586, -0.5309], [-0.9679, 1.0578, 0.7364], [-1.8231, 0.6519, -0.2555], [0.2961, -1.7927, 1.8598], [-0.9801, -2.7293, -0.1288], [0.2683, 0.5142, 2.3029], [-0.9872, 2.0947, 1.1299], [-3.3488, -0.2090, -1.7756], [-3.4746, -1.8963, -1.2800], [-2.4693, 1.4155, -0.6881], [-2.4545, -1.3995, -2.5396], [2.8253, 0.6846, 0.7269], [2.6445, 1.0046, -0.7591], [2.9898, 1.5073, 1.3929], [1.9598, 0.0726, 1.0269], [3.8405, 0.1725, 0.8252], [3.1393, 1.9674, -1.0797], [1.5878, 1.1173, -0.8889], [3.1225, 0.2751, -1.3199]], "gap_ev": 10.02, "lumo_ev": 1.063, "smiles": "Cc1ccccc1.CC"}

---

Version three
{"formula": "C9H14", "method": "the ωB97M-V functional and the def2-TZVPD basis", "symbols": ["C", "C", "H", "H", "H", "H", "H", "H", "C", "C", "C", "C", "C", "C", "C", "H", "H", "H", "H", "H", "H", "H", "H"], "positions_angstrom": [[-2.1419, 0.1909, -0.4295], [-3.0804, 1.3896, -0.5767], [-2.6760, -0.7468, -0.5949], [-1.2376, 0.1580, -1.0380], [-1.7648, 0.1399, 0.5945], [-3.8420, 1.3512, 0.1921], [-2.5134, 2.3208, -0.5225], [-3.5759, 1.4112, -1.5487], [1.1782, 1.6359, 1.0800], [1.8366, -1.2354, -1.2883], [1.5925, -2.3452, -0.4800], [1.7303, 0.0518, -0.7902], [1.3491, 0.2473, 0.5354], [1.1872, -2.1574, 0.8175], [1.0823, -0.8653, 1.3118], [2.0377, -1.4226, -2.3350], [1.7439, -3.3089, -0.9500], [1.8970, 0.8841, -1.4646], [1.0144, -2.9937, 1.4847], [1.7686, 2.3686, 0.5327], [1.4331, 1.7226, 2.1378], [0.8493, -0.7212, 2.3579], [0.1317, 1.9245, 0.9741]], "gap_ev": 10.09, "lumo_ev": 1.032, "smiles": "Cc1ccccc1.CC"}

---

Version four
{"formula": "C9H14", "method": "the ωB97M-V functional and the def2-TZVPD basis", "symbols": ["C", "C", "H", "H", "H", "H", "H", "H", "C", "C", "C", "C", "C", "C", "C", "H", "H", "H", "H", "H", "H", "H", "H"], "positions_angstrom": [[2.3672, -1.7628, -1.4043], [2.1655, -0.3373, -1.0209], [2.8622, -2.4574, -0.5960], [1.3624, -2.3965, -1.5738], [2.9542, -1.8164, -2.2441], [3.0277, 0.2574, -1.1794], [2.0766, -0.3837, 0.0906], [1.3228, 0.1699, -1.4328], [-0.5680, -0.7752, 2.2680], [-1.3138, -0.3419, -0.1415], [-1.0189, 0.1167, 1.1233], [-1.7636, 0.4561, -1.1702], [-1.8290, 1.8854, -0.8713], [-1.0416, 1.5328, 1.3295], [-1.4789, 2.4104, 0.3211], [-1.3849, -1.4636, -0.2926], [-1.9157, 0.1465, -2.2268], [-1.0056, -1.7642, 2.1866], [-0.8586, -0.2615, 3.1825], [-2.2403, 2.5642, -1.6307], [-0.8013, 1.8841, 2.3620], [-1.4517, 3.5198, 0.5202], [0.5334, -1.1826, 2.4007]], "gap_ev": 9.89, "lumo_ev": 1.003, "smiles": "Cc1ccccc1.CC"}

---

Short version: version four is the least stable of them.

---

Version one
{"formula": "C9H14", "method": "the ωB97M-V functional and the def2-TZVPD basis", "symbols": ["C", "C", "C", "C", "C", "C", "C", "H", "H", "H", "H", "H", "H", "H", "H", "C", "C", "H", "H", "H", "H", "H", "H"], "positions_angstrom": [[-3.0187, 1.0548, -0.8397], [0.4346, -0.3973, -0.2718], [-0.9513, -0.2750, -0.3105], [1.2241, 0.4562, -1.0204], [-1.5501, 0.7740, -0.9950], [0.6265, 1.4472, -1.7840], [-0.7575, 1.5870, -1.8004], [0.8912, -1.0938, 0.3883], [-1.5733, -0.9932, 0.2104], [2.3029, 0.3652, -0.9869], [1.2399, 2.1243, -2.3637], [-3.4824, 0.3047, -0.1914], [-3.5651, 1.0936, -1.7828], [-1.1454, 2.3225, -2.4951], [-3.2063, 1.9911, -0.3115], [2.4747, -1.9052, 2.4740], [1.1253, -1.8521, 3.1748], [2.5565, -1.2452, 1.6157], [3.2327, -1.5545, 3.1782], [2.8212, -2.9018, 2.2086], [0.7272, -0.8364, 3.1521], [1.2270, -2.0827, 4.2342], [0.3562, -2.4823, 2.7419]], "gap_ev": 10.08, "lumo_ev": 1.051, "smiles": "Cc1ccccc1.CC"}

---

Version two
{"formula": "C9H14", "method": "the ωB97M-V functional and the def2-TZVPD basis", "symbols": ["C", "C", "H", "H", "H", "H", "H", "H", "C", "C", "C", "C", "C", "C", "C", "H", "H", "H", "H", "H", "H", "H", "H"], "positions_angstrom": [[1.8292, -1.9943, -0.9827], [3.0463, -2.8925, -0.7687], [1.1481, -2.2296, -0.1651], [2.0782, -0.9623, -1.0632], [1.2968, -2.3730, -1.8684], [3.6838, -2.6679, 0.1686], [3.6293, -2.8837, -1.6779], [2.6928, -3.8421, -0.3666], [-3.3197, 0.9907, 1.3256], [-0.5507, 2.2587, -0.8669], [-1.8905, 2.0585, -0.3383], [0.5725, 1.7894, -0.2780], [-1.8659, 1.3360, 0.8193], [0.4443, 0.8149, 0.7870], [-0.7821, 0.6844, 1.3972], [-0.4052, 2.7073, -1.8466], [-2.6309, 2.3865, -1.0316], [1.5082, 1.8990, -0.8059], [1.3350, 0.2470, 1.1226], [-4.0439, 1.3568, 0.6184], [-3.5480, 1.3581, 2.3048], [-0.8384, 0.0668, 2.2852], [-3.3893, -0.1087, 1.2311]], "gap_ev": 10.12, "lumo_ev": 1.004, "smiles": "Cc1ccccc1.CC"}

---

Version three
{"formula": "C9H14", "method": "the ωB97M-V functional and the def2-TZVPD basis", "symbols": ["C", "C", "C", "C", "C", "C", "C", "H", "H", "H", "H", "H", "H", "H", "H", "C", "C", "H", "H", "H", "H", "H", "H"], "positions_angstrom": [[-0.9692, -1.3583, 2.0992], [0.3110, 0.4194, 1.1998], [-0.9361, -0.0324, 1.5227], [0.4998, 1.5300, 0.3869], [-0.5723, 2.4170, 0.1642], [-1.9343, 0.9933, 1.3913], [-1.7736, 2.1935, 0.7778], [1.2167, -0.1541, 1.4949], [1.4806, 1.8554, 0.0220], [-0.1422, -1.9045, 1.7357], [-1.9416, -1.8332, 1.9741], [-0.4206, 3.3933, -0.3389], [-2.9029, 0.6945, 1.6936], [-2.7027, 2.8127, 0.5791], [-0.8778, -1.2249, 3.1945], [0.9999, -0.6046, -2.4449], [1.9257, -1.8047, -1.9633], [0.1338, -0.8221, -1.8645], [1.4547, 0.3661, -2.3569], [0.8742, -0.6445, -3.6904], [1.9045, -1.8190, -0.8577], [1.4877, -2.7192, -2.3484], [2.8845, -1.7536, -2.3708]], "gap_ev": 9.78, "lumo_ev": 0.963, "smiles": "Cc1ccccc1.CC"}

---

Version four
{"formula": "C9H14", "method": "the ωB97M-V functional and the def2-TZVPD basis", "symbols": ["C", "C", "C", "C", "C", "C", "C", "H", "H", "H", "H", "H", "H", "H", "H", "C", "C", "H", "H", "H", "H", "H", "H"], "positions_angstrom": [[-2.2252, 0.2109, -0.4121], [0.1566, -0.3076, 0.0379], [-1.1771, -0.5026, 0.4172], [1.1445, -1.2186, 0.3611], [-1.4479, -1.5022, 1.3474], [0.8561, -2.3688, 1.0911], [-0.4214, -2.4224, 1.6248], [0.5784, 0.5647, -0.4487], [2.1462, -1.0183, -0.0046], [-3.2610, 0.1796, -0.0715], [-2.2000, -0.2141, -1.4151], [-2.3198, -1.5383, 1.9794], [1.3982, -3.2983, 1.1815], [-0.7419, -3.2585, 2.2410], [-2.0037, 1.2791, -0.4880], [1.9475, 2.5924, -1.7057], [0.8299, 3.6126, -1.6314], [2.2663, 2.4135, -0.6781], [1.5897, 1.6609, -2.1580], [2.8295, 2.8527, -2.2874], [1.2883, 4.6035, -1.5249], [0.0400, 3.4305, -0.9101], [0.2992, 3.7578, -2.5835]], "gap_ev": 9.95, "lumo_ev": 1.035, "smiles": "Cc1ccccc1.CC"}

---

Short version: version three is the least stable of them.